1.
A structure of composition C53H53BFN8OSTi at a distorted geometry. Source: the OMol25 dataset; level of theory: wB97M-V/def2-TZVPD.

Element x y z (Å)
1 Ti 0.854 -1.092 0.216
2 S -0.500 0.519 -0.753
3 F -0.459 -0.425 2.177
4 O 1.918 -2.091 1.812
5 N 0.812 -1.508 -2.822
6 N 2.525 -1.689 -0.769
7 N 2.384 -3.010 -1.066
8 N 2.438 -0.933 2.186
9 N -1.504 2.070 1.126
10 N 0.641 -2.833 -2.730
11 N 0.097 -3.744 -0.409
12 N -0.474 -2.702 0.215
13 C -1.012 0.581 2.966
14 C -1.541 1.253 5.217
15 C 0.458 -1.181 -4.075
16 C -0.331 4.120 -0.393
17 C -5.248 1.137 0.258
18 C 3.852 -1.469 -0.534
19 C 2.273 1.366 1.961
20 C -3.758 3.016 0.745
21 C -1.237 -3.226 1.206
22 C 1.951 0.134 1.483
23 C -2.036 2.680 3.358
24 C -4.496 4.036 0.210
25 C 0.065 -2.336 -4.765
26 C 4.512 -2.688 -0.668
27 C 3.738 -5.024 -1.311
28 C 3.869 1.003 -0.518
29 C -2.178 -2.614 2.046
30 C -1.780 4.093 -0.144
31 C -2.550 5.089 -0.644
32 C -4.494 1.860 1.339
33 C -4.003 -1.108 2.345
34 C -1.136 -4.601 1.170
35 C 5.864 2.212 0.105
36 C 3.562 -3.637 -1.006
37 C -0.299 -4.906 0.121
38 C -3.916 5.101 -0.457
39 C -2.903 -1.540 1.617
40 C -1.532 1.761 2.393
41 C 1.146 2.382 -6.218
42 C -1.044 0.322 4.314
43 C 0.150 1.506 -6.625
44 C -2.330 3.020 0.632
45 C -3.618 -2.808 3.982
46 C 0.171 -3.367 -3.866
47 C 5.835 -0.189 0.130
48 C -4.386 -1.748 3.522
49 C -0.106 -4.784 -4.038
50 C -2.025 2.444 4.712
51 C 4.509 -0.224 -0.291
52 C 6.511 1.012 0.317
53 C -0.011 4.520 -1.809
54 C 1.827 2.142 -5.031
55 C 3.742 0.397 3.604
56 C 4.537 2.195 -0.308
57 C 3.316 -0.843 3.182
58 C 3.189 1.528 3.013
59 C -5.416 2.277 2.454
60 C 0.585 0.094 -4.713
61 C 1.533 1.013 -4.269
62 C -2.519 -3.230 3.250
63 C 0.324 5.039 0.585
64 C -0.117 0.366 -5.879
65 C 0.031 -6.181 -0.423
66 B 1.099 -3.629 -1.526
67 H 0.813 -5.400 -3.836
68 H 2.606 2.851 -4.707
69 H 5.591 -2.878 -0.545
70 H 1.322 -4.747 -1.905
71 H 6.394 3.166 0.256
72 H -5.588 4.011 0.307
73 H -1.660 -5.319 1.826
74 H 1.433 4.973 0.525
75 H 3.136 -5.675 -0.613
76 H 3.396 -5.244 -2.371
77 H 4.841 -5.292 -1.217
78 H 1.032 4.259 -2.058
79 H -0.656 -0.650 4.666
80 H 1.134 -6.415 -0.323
81 H -3.765 1.157 1.750
82 H -0.684 3.963 -2.498
83 H -1.901 -4.075 3.618
84 H -0.900 -0.332 -6.215
85 H -0.236 -2.422 -5.817
86 H -2.594 -1.036 0.678
87 H 2.846 0.991 -0.874
88 H 0.004 4.781 1.618
89 H -0.150 5.615 -1.970
90 H -0.452 -4.977 -5.090
91 H 0.020 6.088 0.382
92 H -2.441 3.627 2.960
93 H 2.036 0.810 -3.326
94 H -4.826 2.712 3.292
95 H -4.597 -0.271 1.994
96 H -3.891 -3.321 4.922
97 H -4.533 5.908 -0.870
98 H -0.417 1.712 -7.546
99 H 1.388 3.262 -6.827
100 H 3.642 -1.801 3.642
101 H 4.495 0.476 4.413
102 H -4.542 0.872 -0.561
103 H 4.017 3.135 -0.468
104 H -6.065 1.765 -0.159
105 H -2.421 3.207 5.399
106 H 1.820 2.244 1.494
107 H -6.153 3.030 2.110
108 H 6.363 -1.143 0.325
109 H 0.012 3.121 -0.239
110 H -0.906 -5.126 -3.331
111 H -0.236 -6.232 -1.521
112 H -5.269 -1.410 4.081
113 H -5.982 1.397 2.833
114 H -5.697 0.199 0.663
115 H 7.567 1.013 0.644
116 H 3.486 2.531 3.356
117 H -1.559 1.038 6.296
118 H -0.560 -6.975 0.133
119 H -2.078 5.902 -1.208

Properties
Net charge: -2
Spin multiplicity: 2
LUMO energy (alpha / beta), eV: 3.88 / 3.88

2.
A structure of composition C53H55BrFN4O3P2ScSi. Source: the OMol25 dataset; level of theory: wB97M-V/def2-TZVPD.

Element x y z (Å)
1 Br 0.044 2.229 2.541
2 Sc -1.608 1.176 -0.591
3 P 0.643 -4.044 0.754
4 P -0.420 -1.098 1.290
5 Si -1.429 4.646 -1.373
6 F -2.803 0.634 -2.536
7 O 0.883 -1.913 -2.710
8 O -0.304 0.131 -1.687
9 O -2.689 2.363 0.904
10 N 1.439 1.675 -1.666
11 N 1.027 1.980 -0.419
12 N -1.890 3.020 -1.817
13 N -4.467 2.697 2.210
14 C -1.445 -5.480 2.067
15 C 4.378 4.151 1.165
16 C 3.302 -1.120 3.161
17 C -1.355 -1.447 2.831
18 C -1.140 -0.708 3.998
19 C -1.968 -0.848 5.102
20 C 5.170 2.788 2.977
21 C -2.379 2.859 -3.099
22 C 2.206 -0.813 0.645
23 C -3.357 1.267 -4.731
24 C 1.207 0.280 -3.626
25 C 2.675 -0.879 -5.692
26 C 1.405 -1.105 -3.662
27 C -2.891 5.836 -1.484
28 C -0.341 -5.099 4.580
29 C 0.463 0.969 -2.502
30 C 1.943 2.320 0.406
31 C -2.085 -5.982 3.187
32 C 5.688 4.436 0.809
33 C -1.054 -6.229 -2.347
34 C 1.926 -1.212 2.989
35 C 0.036 5.256 -2.405
36 C -3.039 -1.726 5.068
37 C -2.855 1.607 -3.504
38 C -0.513 -2.662 0.308
39 C 2.730 2.970 2.646
40 C 0.950 -7.329 -1.620
41 C 0.309 -4.614 3.451
42 C 6.478 3.070 2.619
43 C -3.417 2.253 -5.707
44 C -4.027 0.441 1.333
45 C 1.750 2.590 1.819
46 C -3.696 1.898 1.463
47 C -0.854 -5.236 -1.398
48 C 3.578 -0.741 0.813
49 C -0.810 4.838 0.384
50 C 0.249 -5.275 -0.548
51 C -0.246 -4.779 2.186
52 C 4.132 -0.879 2.078
53 C -1.539 -5.781 4.448
54 C -3.384 -0.123 0.069
55 C 2.141 -1.678 -4.697
56 C -3.272 -2.461 3.916
57 C -2.445 -2.318 2.814
58 C -0.157 -7.281 -2.455
59 C 1.358 -1.040 1.731
60 C 2.471 0.496 -5.680
61 C -2.460 3.822 -4.127
62 C 4.105 3.308 2.242
63 C -2.965 3.524 -5.384
64 C 1.154 -6.327 -0.684
65 C 1.735 1.058 -4.652
66 C 6.740 3.890 1.530
67 H -1.770 -0.263 5.992
68 H -2.601 6.818 -1.100
69 H -0.329 0.002 4.049
70 H -2.121 4.829 -3.947
71 H 1.308 -1.443 3.845
72 H -0.314 -8.056 -3.195
73 H 0.292 -1.314 -2.187
74 H 2.033 -6.354 -0.049
75 H -4.102 -3.155 3.872
76 H -0.260 -2.379 -0.712
77 H -0.154 5.422 -3.464
78 H -1.478 4.444 1.144
79 H 2.982 2.344 0.079
80 H -1.563 -4.419 -1.344
81 H -2.998 4.311 -6.128
82 H -1.912 -6.177 -3.005
83 H -1.560 -2.972 0.270
84 H 0.175 4.399 0.529
85 H 4.215 -0.579 -0.049
86 H -4.101 -0.073 -0.756
87 H 1.783 -0.700 -0.347
88 H 3.724 -1.253 4.150
89 H -3.015 -6.527 3.079
90 H -5.294 2.343 2.654
91 H 2.518 2.999 3.709
92 H 0.837 4.514 -2.326
93 H -3.607 -0.023 2.234
94 H -1.876 -5.643 1.086
95 H -0.181 1.732 -2.949
96 H 1.551 2.128 -4.636
97 H 7.762 4.113 1.250
98 H -0.706 5.917 0.541
99 H -3.302 5.974 -2.482
100 H 1.253 -4.091 3.549
101 H -5.114 0.309 1.412
102 H -2.668 -2.903 1.933
103 H 2.274 -2.752 -4.700
104 H -3.686 0.252 -4.905
105 H 3.245 -1.335 -6.492
106 H -3.700 5.460 -0.851
107 H 0.097 -4.952 5.559
108 H 0.413 6.191 -1.982
109 H 1.663 -8.139 -1.705
110 H -3.172 -1.188 0.213
111 H -3.683 -1.840 5.931
112 H 2.416 1.445 -1.788
113 H -3.801 2.028 -6.692
114 H 2.873 1.120 -6.467
115 H 7.295 2.651 3.191
116 H -4.227 3.670 2.300
117 H 5.884 5.094 -0.027
118 H 5.204 -0.813 2.214
119 H -2.043 -6.168 5.325
120 H 3.558 4.603 0.620
121 H 4.967 2.146 3.826

Properties
Net charge: 0
LUMO energy, eV: 0.06

What E values result from the calculations? In sequence: -107134.5443, -187876.8876 eV.